No. 1
20
Properties=species:S:1:pos:R:3:lowdin_charge:R:1 method="wB97M-V/def2-TZVPD" orbital_gap_ev=8.36 e_lumo_ev=0.73 e_tot_ha=-651.08540 relative_energy_kj_mol=416.3 total_charge=0 e_homo_ev=-7.63 largest_force_ev_per_a=4.50
C 1.553 2.922 0.859 -0.242
C 0.343 1.305 -0.801 -0.441
C -1.818 -3.231 -0.692 -0.085
C -2.617 -2.156 0.062 -0.225
C -2.097 -1.525 1.081 -0.035
N 3.193 1.312 -0.492 -0.286
S 1.641 1.179 0.195 0.835
H 2.480 3.357 0.801 -0.002
H 1.291 2.744 1.956 0.065
H -0.193 0.428 -1.252 -0.003
H 0.329 2.184 -1.422 -0.021
H -2.402 -3.691 -1.402 0.038
H -1.057 -2.661 -1.211 0.066
H -1.247 -3.688 0.093 0.068
H 0.674 3.404 0.498 0.026
H -3.603 -1.911 -0.315 0.089
H -1.258 -1.897 1.584 0.042
H -2.676 -0.851 1.670 0.046
H 3.501 1.989 -1.147 0.027
H 3.963 0.786 -0.064 0.039



No. 2
9
Properties=species:S:1:pos:R:3:lowdin_charge:R:1 method="wB97M-V/def2-TZVPD" orbital_gap_ev=5.83 e_lumo_ev=3.90 e_tot_ha=-425.29451 relative_energy_kj_mol=126.8 total_charge=-1 e_homo_ev=-1.92 largest_force_ev_per_a=4.98
N 3.227 0.504 0.829 0.194
N 0.377 0.283 -1.118 -0.146
N -0.481 -0.426 -0.403 -0.296
N 3.014 -0.391 0.141 -0.342
N -1.653 -0.117 -0.133 -0.243
O 2.944 -1.313 -0.563 0.054
O -2.422 -0.808 0.656 -0.341
H -0.051 1.193 -1.318 -0.041
H 0.055 -1.362 -0.175 0.160



No. 3
25
Properties=species:S:1:pos:R:3:lowdin_charge:R:1 method="wB97M-V/def2-TZVPD" orbital_gap_ev="5.61 / 6.98" e_lumo_ev="0.75 / -1.57" e_tot_ha=-987.05635 relative_energy_kj_mol=0.0 total_charge=0 spin_multiplicity=3 e_homo_ev="-4.86 / -8.55" largest_force_ev_per_a=4.66
C -0.121 2.119 -0.008 -0.267
C 0.171 0.687 -0.831 -0.286
C -1.913 0.838 0.071 -0.297
C -3.019 0.207 0.455 -0.071
C -3.434 -1.050 0.078 -0.089
C -2.576 -1.703 -0.877 -0.060
C -1.346 -1.126 -1.188 -0.079
C 3.312 -1.320 0.756 -0.175
C 1.857 -0.795 0.711 -0.286
N -1.361 2.026 0.387 0.139
N -1.012 0.082 -0.696 -0.078
N 0.718 3.133 0.176 0.189
O 2.654 1.064 -1.237 -0.543
S 1.697 -0.071 -1.169 0.934
H -3.667 0.805 1.131 0.127
H -4.119 -1.627 0.639 0.083
H -2.961 -2.475 -1.474 0.079
H -0.640 -1.636 -1.846 0.110
H 3.865 -0.864 -0.104 0.048
H 3.865 -1.161 1.742 0.088
H 3.372 -2.445 0.526 0.088
H 1.507 -0.040 1.423 0.082
H 1.122 -1.626 0.611 0.072
H 1.614 3.081 -0.095 0.041
H 0.415 3.898 0.819 0.151



No. 4
21
Properties=species:S:1:pos:R:3:lowdin_charge:R:1 method="wB97M-V/def2-TZVPD" orbital_gap_ev=10.14 e_lumo_ev=-2.91 e_tot_ha=-419.93568 relative_energy_kj_mol=235.6 total_charge=+1 e_homo_ev=-13.05 largest_force_ev_per_a=2.12
N 0.584 0.866 -0.223 0.193
C -0.189 0.682 1.098 -0.101
C -0.337 -0.817 1.329 -0.201
N -1.306 -1.459 0.429 -0.050
C -0.813 -2.169 -0.785 -0.152
C -1.569 -1.481 -1.944 -0.194
O -1.337 -0.330 -2.207 0.040
H 0.922 1.837 -0.262 0.129
H -0.103 0.806 -0.995 0.128
H 1.377 0.247 -0.344 0.158
H 0.489 1.092 1.848 0.129
H -1.075 1.301 0.999 0.138
H -0.825 -0.894 2.308 0.135
H 0.682 -1.202 1.345 0.122
H -1.911 -2.039 0.974 0.108
H 0.266 -2.284 -0.900 0.120
H -1.142 -3.211 -0.689 0.116
H -2.302 -2.152 -2.424 0.133
H 2.579 4.441 -0.046 0.055
H 3.459 3.268 0.345 0.043
O 2.552 3.497 0.143 -0.049